Below is a 14-piece molecular cluster, C53H103N4O26P3S7 overall at a distorted geometry, with properties calculated with ωB97M-V with the def2-TZVPD basis set.

Values from the calculation:
- Largest force on an atom: 3.31 eV/A
- Total energy: -8068.0316 Ha
- HOMO level: -7.8 eV
- LUMO: -0.25 eV
- Molar mass: 1529.80 g/mol

Geometry as XYZ:
```
196
Properties=species:S:1:pos:R:3:forces:R:3
C -3.591797 -2.905294 -5.732872 0.42 -1.11 -0.51
C -3.056240 -2.182526 -4.519634 -0.08 1.58 0.40
C -1.758438 -2.808619 -3.997219 -0.94 -0.53 -1.19
S -0.962370 -3.516624 -5.503906 1.09 0.60 0.44
O -0.729175 -4.931914 -5.303162 -0.11 0.13 -0.02
O 0.199774 -2.694409 -5.900910 -1.84 -0.87 0.29
C -2.386116 -3.291290 -6.620012 0.25 0.94 0.39
H -4.316745 -2.318825 -6.296142 0.13 0.14 0.02
H -4.110389 -3.819283 -5.436995 0.02 -0.07 0.09
H -3.834900 -2.109286 -3.757563 0.13 -0.39 0.26
H -2.878772 -1.130110 -4.756932 0.23 0.00 -0.32
H -2.070204 -3.674963 -3.415245 0.74 0.00 0.35
H -1.085790 -2.099081 -3.522155 0.08 -0.30 0.09
H -2.519448 -4.171431 -7.244289 0.14 0.05 0.07
H -2.062956 -2.417493 -7.187395 -0.15 -0.12 -0.33
C 3.201846 3.110971 -2.337143 0.60 0.29 0.58
C 2.198842 3.053496 -3.505271 0.81 -0.78 -0.93
C 2.671842 1.922200 -4.490757 0.02 -0.64 1.54
S 4.173090 1.142075 -3.779551 -0.98 1.07 0.21
O 5.349184 1.823080 -4.307654 -0.31 -0.75 0.49
O 3.989550 -0.293339 -3.874358 0.67 0.30 -0.11
C 3.851844 1.748153 -2.063218 -0.52 -0.46 -1.03
H 2.699343 3.429292 -1.424649 0.05 0.21 -0.06
H 3.976626 3.836438 -2.587642 0.02 0.05 0.11
H 2.187675 4.004741 -4.033930 -0.08 0.04 0.16
H 1.186252 2.847986 -3.163126 0.06 -0.07 0.01
H 2.824403 2.153661 -5.541941 0.04 0.12 0.14
H 2.047146 1.039854 -4.352477 -0.45 0.24 -0.47
H 4.771772 1.627319 -1.493145 0.14 0.65 -0.16
H 3.118024 1.111742 -1.566650 0.03 -0.33 -0.47
C 3.342510 -3.852387 -3.941012 -0.06 0.02 0.60
C 2.913417 -5.331105 -3.987854 -0.74 0.03 0.15
C 2.023954 -5.760504 -2.764676 -0.15 0.74 -0.13
S 1.576669 -4.224400 -1.866790 1.74 1.12 -1.42
O 2.382121 -4.003869 -0.679880 -0.18 -0.77 0.11
O 0.148668 -4.055078 -1.766851 -0.54 -0.24 0.25
C 2.245433 -3.138757 -3.160651 -0.79 0.37 0.29
H 3.345096 -3.404370 -4.934291 0.07 -0.23 -0.09
H 4.360709 -3.750560 -3.565443 -0.19 0.23 0.44
H 3.735834 -6.029072 -4.131698 -0.02 0.09 -0.08
H 2.236748 -5.344387 -4.842781 0.10 -0.60 -0.09
H 2.428174 -6.438343 -2.014766 0.25 -0.05 -0.25
H 1.094287 -6.139574 -3.186587 -0.10 -0.13 0.40
H 2.430540 -2.149992 -2.740546 0.43 -0.16 0.22
H 1.374101 -2.957617 -3.791969 0.08 -0.22 -0.31
C -1.575304 -5.286268 1.386955 0.43 -0.10 -0.78
C -2.389311 -4.057407 1.012173 -0.66 1.16 -0.07
C -1.746302 -2.889628 1.760304 0.14 -0.56 0.71
S -1.496870 -3.604270 3.461931 0.61 -0.55 -1.79
O -2.650137 -3.326197 4.301943 0.83 0.04 -0.20
O -0.124424 -3.311355 3.855621 -0.75 0.14 0.51
C -1.552837 -5.381074 2.891982 -1.04 1.08 0.51
H -0.546217 -5.183500 1.036091 -0.03 0.15 -0.25
H -1.980863 -6.169667 0.893391 0.00 -0.15 0.27
H -3.444388 -4.122889 1.290789 0.00 -0.37 0.38
H -2.464015 -3.802911 -0.045809 0.53 -0.34 -0.14
H -2.285204 -1.947992 1.853982 -0.29 -0.20 -0.01
H -0.775192 -2.708972 1.297949 0.21 0.09 0.39
H -2.546909 -5.686462 3.220983 0.20 -0.34 0.36
H -0.735511 -5.932986 3.349538 -0.08 0.05 -0.01
C -2.328265 7.023208 1.302055 0.26 0.15 0.11
C -1.924759 5.877024 2.245137 -0.75 0.02 0.29
C -0.410144 5.869771 2.452263 -0.60 0.13 0.10
S 0.072033 7.662530 2.507846 -0.35 -0.27 0.65
O 1.163162 7.845086 1.581671 -0.17 0.25 0.09
O 0.217773 8.144012 3.902009 -0.54 -0.91 -2.35
C -1.580055 8.259767 1.791868 0.80 0.23 0.94
H -3.402912 7.198825 1.364959 -0.02 0.02 0.12
H -2.150779 6.744862 0.262725 0.41 0.28 -0.04
H -2.267874 4.936172 1.815715 0.17 -0.09 0.11
H -2.503473 6.036095 3.157103 0.33 -0.15 0.32
H -0.027426 5.295984 1.608329 0.67 0.79 -0.26
H -0.027441 5.348488 3.329067 -0.30 0.31 0.29
H -1.471597 9.120162 1.132927 0.48 -0.42 -0.41
H -2.010986 8.708855 2.688794 -0.35 -0.39 0.10
C 0.741435 -0.812970 6.387861 0.52 0.01 -0.09
C -0.709434 -0.779273 5.896392 -1.14 0.36 1.08
C -0.848626 -0.161826 4.535894 2.70 0.59 -0.17
S 0.414242 1.234602 4.613934 -1.18 -0.79 -0.15
O -0.242728 2.337628 5.298551 0.58 -0.08 -0.31
O 1.055215 1.440970 3.314700 -0.45 -0.02 1.17
C 1.558114 0.366990 5.777694 -0.90 0.07 -0.74
H 1.195486 -1.776735 6.155108 0.14 0.15 -0.41
H 0.750700 -0.785565 7.477125 -0.01 0.27 -0.01
H -1.276720 -0.172156 6.606696 -0.07 0.15 -0.02
H -1.203754 -1.749611 5.939122 0.31 -0.14 -0.16
H -1.831839 0.188853 4.236981 0.18 -0.04 -0.08
H -0.288898 -0.789792 3.839156 -0.77 -0.24 -0.53
H 1.877070 1.155599 6.457018 -0.02 -0.19 0.16
H 2.379349 0.062120 5.131198 0.08 -0.11 0.23
C -8.255605 -0.935967 0.666100 -0.04 0.88 -0.77
C -8.220581 -2.434169 0.621465 -0.48 -1.19 -0.05
C -6.934649 -2.821876 1.278972 1.47 0.46 0.39
S -5.688519 -1.645769 0.583956 -1.65 0.18 2.44
O -5.140705 -2.324690 -0.562377 0.88 0.49 -0.21
O -4.925912 -1.105362 1.720784 -0.03 -0.61 -1.78
C -6.923818 -0.417144 0.072647 -0.29 0.17 -0.58
H -8.447316 -0.638933 1.697643 0.39 0.25 0.02
H -9.101035 -0.570774 0.081943 0.09 0.19 -0.03
H -8.257369 -2.895983 -0.366706 -0.10 0.45 -0.24
H -9.097314 -2.797252 1.159696 0.14 -0.28 0.07
H -6.461393 -3.780587 1.072119 -0.49 -0.19 -0.02
H -6.967378 -2.637190 2.352796 0.14 -0.03 0.00
H -6.964245 -0.432495 -1.018376 -0.11 -0.53 -0.06
H -6.635904 0.617845 0.252456 0.14 -0.22 0.81
C 0.395988 2.640778 0.462784 -0.59 -0.06 -0.33
O 0.961729 1.818175 -0.608239 -0.99 -0.99 0.26
P 0.444980 0.286162 -0.792225 1.12 0.56 0.89
O 0.984365 -0.369084 -1.998552 0.13 0.27 0.84
O -1.126404 0.445397 -0.860073 -0.03 1.08 0.67
C -1.953262 -0.642093 -1.183565 0.08 -1.61 -0.83
O 0.745130 -0.406121 0.672001 -0.96 1.14 -2.95
C 1.954834 -1.124385 0.888173 0.68 -0.08 2.05
H 1.138422 2.876556 1.220845 0.07 -0.27 -0.12
H -0.484348 2.175398 0.904944 0.37 -0.38 0.23
H -0.030721 3.548936 0.038691 0.48 0.05 -0.41
H -1.337256 -1.527716 -1.363142 -0.03 -0.31 0.72
H -2.411072 -0.578456 -2.173599 -0.20 0.94 0.07
H -2.719205 -0.802687 -0.426566 0.15 0.04 0.07
H 1.590959 -1.950431 1.500089 0.60 -0.60 -0.47
H 2.587442 -0.553049 1.573801 -0.20 0.39 0.04
H 2.647504 -1.377627 0.086550 -0.91 -0.22 -0.66
C -4.633716 1.544112 -1.808369 0.99 0.25 -0.41
O -4.489073 1.738125 -0.389416 -0.47 1.42 0.03
P -3.991989 3.178455 0.157442 -0.27 0.21 0.59
O -2.785601 3.736713 -0.550318 -2.26 -0.81 1.10
O -3.791868 2.849630 1.717403 -0.74 1.12 -1.76
C -3.088457 1.709011 2.181105 0.19 -0.78 0.37
O -5.389051 4.062092 0.156761 2.12 -0.49 -0.33
C -5.686760 5.193285 1.012623 -0.18 -0.75 1.30
H -5.375207 2.137522 -2.346601 -0.51 0.17 0.78
H -4.839755 0.488150 -1.968443 0.24 0.04 -0.01
H -3.685647 1.871486 -2.238326 0.14 -0.61 -0.26
H -3.786097 0.890930 2.362124 -0.12 0.14 0.08
H -2.624093 2.023986 3.114488 0.23 -0.15 -0.13
H -2.368288 1.324540 1.457377 0.21 0.29 0.03
H -5.071398 5.209145 1.913992 0.37 -0.21 -0.19
H -6.679487 4.965294 1.399157 -0.15 0.30 -0.26
H -5.655323 6.199395 0.598776 0.12 -0.40 -0.82
C 4.384555 -1.742283 3.601404 -1.22 0.00 0.89
O 5.735823 -1.332392 3.462934 0.68 1.71 1.27
P 6.142057 0.121704 4.161653 0.86 -1.50 -0.27
O 7.596541 0.397169 4.146497 -1.38 -0.39 -0.23
O 5.254131 1.139293 3.308631 -0.16 0.42 1.16
C 5.661893 1.551730 2.004946 0.37 -1.03 -1.16
O 5.523675 0.059879 5.680236 0.19 -0.50 -2.41
C 5.142059 1.283802 6.283536 -0.85 0.47 -0.56
H 3.704032 -0.899040 3.744962 0.12 0.28 -0.35
H 4.230930 -2.330212 4.508340 0.39 -0.26 -0.04
H 3.989491 -2.325293 2.771176 0.67 0.03 -0.27
H 4.911582 1.203009 1.293821 -0.29 0.25 0.13
H 6.553638 1.012125 1.685291 0.19 0.10 0.31
H 5.854508 2.613003 1.859903 -0.28 0.09 0.71
H 4.440678 1.795086 5.619246 0.12 0.22 -0.06
H 6.013441 1.922332 6.423063 -0.11 -0.05 0.53
H 4.540630 1.029060 7.154531 0.62 0.11 0.37
N -2.536211 2.002726 -4.872534 0.01 0.07 -0.47
C -2.620433 1.508136 -6.148567 1.49 -1.04 -0.63
C -1.469514 0.696993 -6.377995 -2.25 1.43 0.39
C -0.744382 0.739088 -5.192810 0.59 0.50 1.63
C -1.379889 1.589666 -4.267951 0.23 -1.10 -1.15
H -3.210626 2.618288 -4.449098 0.09 0.02 -0.16
H -3.382593 1.792242 -6.856510 -0.16 0.03 0.28
H -1.198308 0.182553 -7.285734 -0.12 0.01 0.02
H 0.169000 0.190878 -5.018693 0.01 0.11 0.12
H -1.105680 1.952855 -3.289955 0.03 -0.23 0.02
N 7.258779 -0.532878 -0.476448 -1.38 -1.15 -0.95
C 6.457028 -0.697332 -1.615072 1.55 1.91 0.57
C 5.520670 -1.643551 -1.380068 -0.04 0.21 -0.75
C 5.699109 -2.056010 -0.051141 0.19 -1.15 0.75
C 6.814811 -1.444409 0.467491 0.02 1.24 0.08
H 7.822378 0.289952 -0.346269 0.26 -0.37 0.20
H 6.656451 0.040350 -2.378541 -0.29 -0.48 -0.53
H 4.863641 -2.031890 -2.141556 -0.28 0.15 0.28
H 5.061659 -2.798091 0.407614 0.31 -0.12 0.24
H 7.323395 -1.462345 1.418272 -0.33 -0.27 0.10
N 4.853869 -5.817359 3.244921 -0.95 0.50 0.02
C 3.803841 -5.347129 2.486387 0.57 -0.28 0.51
C 2.820034 -4.947904 3.348443 -0.66 -0.01 -1.24
C 3.234185 -5.229968 4.667224 0.02 0.24 0.48
C 4.503297 -5.707698 4.591780 1.28 -1.13 -1.06
H 5.598304 -6.328105 2.801050 0.27 0.15 0.58
H 3.857734 -5.371401 1.409120 -0.13 0.18 0.03
H 1.905953 -4.525697 2.958808 -0.17 0.03 0.49
H 2.680255 -5.149821 5.589569 -0.04 0.31 -0.10
H 5.222013 -6.063056 5.313129 -0.27 0.08 0.23
N -0.940525 4.872975 -2.264498 0.36 1.34 -0.93
C -0.882674 5.142676 -3.612583 0.01 -0.62 0.02
C 0.101036 6.090707 -3.841652 -1.51 -0.20 -1.30
C 0.564096 6.531148 -2.617972 -0.15 -0.71 1.85
C -0.111068 5.768999 -1.654115 0.82 0.34 0.30
H -1.617048 4.279262 -1.794867 0.12 0.25 -0.01
H -1.597727 4.648820 -4.252652 0.36 0.00 -0.29
H 0.312622 6.553105 -4.793857 0.09 -0.24 -0.06
H 1.325473 7.279539 -2.466300 -0.11 -0.03 0.26
H -0.063658 5.798800 -0.577242 0.23 0.05 -0.04
```
Positions in Å, forces in eV/Å.